(1)
Entry from the OMol25 dataset: one molecule with the formula C7H9F (ωB97M-V/def2-TZVPD).

XYZ file:
```
17
Properties=species:S:1:pos:R:3
C 0.038 2.416 1.711
C -0.485 1.269 1.240
C 0.208 0.320 0.409
C 1.678 0.488 0.111
C -0.522 -0.654 -0.238
F -1.747 -0.844 0.236
C -0.190 -1.609 -1.266
C 0.820 -1.518 -2.142
H -0.681 3.081 2.298
H 1.038 2.776 1.548
H -1.578 1.175 1.441
H 2.077 -0.482 -0.017
H 1.911 1.083 -0.710
H 2.196 0.901 0.970
H -0.924 -2.375 -1.413
H 0.856 -2.121 -3.058
H 1.544 -0.708 -2.139
```

LUMO, eV: 0.20
Kohn-Sham gap, hartree: 0.30205
Spin multiplicity: 1
SMILES: C=C/C(C)=C(\F)C=C
Net charge: 0
Relative energy (zero: lowest compared OMol25 entry of this formula, charge and spin), kJ/mol: 109.6

(2)
Entry from the OMol25 dataset: C25H45Cl12F3N as an isolated structure (ωB97M-V/def2-TZVPD).

XYZ file:
```
86
Properties=species:S:1:pos:R:3
C 2.477 4.021 -0.213
C 1.050 4.291 -0.545
N 0.133 3.129 -0.864
C -1.100 3.400 -1.403
C -1.786 1.927 -1.624
C -0.486 0.890 -1.806
C -1.142 -0.519 -1.287
C -0.163 -1.828 -1.386
C 1.341 -1.626 -0.768
F 1.927 -3.014 -0.648
F 1.358 -1.086 0.635
F 2.255 -0.895 -1.691
C -0.133 1.111 -3.391
C -0.520 -0.203 -4.349
C 1.409 1.561 -3.710
C 2.062 0.882 -5.061
C 0.458 1.663 -0.662
H 2.844 4.150 0.897
H 3.212 3.697 -1.074
H 0.640 5.399 -0.611
H -1.458 4.489 -1.637
H -2.332 1.702 -0.612
H -2.624 1.848 -2.468
H -1.446 -0.402 -0.146
H -2.167 -0.716 -1.866
H -0.088 -2.301 -2.476
H -0.679 -2.680 -0.728
H -0.826 1.989 -3.808
H 0.251 -1.078 -4.247
H -0.630 0.200 -5.461
H -1.602 -0.601 -4.049
H 1.395 2.734 -3.914
H 2.174 1.389 -2.842
H 3.146 1.362 -5.190
H 2.273 -0.259 -4.780
H 1.404 0.991 -6.028
H -0.150 1.422 0.335
H 1.569 1.312 -0.560
Cl 2.029 7.022 -1.995
C 1.152 8.490 -2.495
C -0.104 8.719 -1.668
Cl -1.358 7.496 -1.996
H 0.921 8.401 -3.561
H 1.841 9.330 -2.364
H -0.538 9.692 -1.913
H 0.112 8.704 -0.595
Cl -1.997 -0.519 1.523
C -2.232 -1.753 2.786
C -1.196 -2.864 2.704
Cl -1.410 -3.877 1.254
H -3.250 -2.144 2.694
H -2.150 -1.240 3.748
H -1.291 -3.526 3.569
H -0.177 -2.465 2.692
Cl -5.277 -1.867 3.508
C -6.584 -0.725 3.105
C -6.687 -0.474 1.609
Cl -5.291 0.439 0.983
H -6.408 0.202 3.658
H -7.515 -1.169 3.471
H -7.578 0.122 1.391
H -6.759 -1.411 1.046
Cl 2.051 -7.863 -2.126
C 3.329 -6.624 -2.198
C 2.851 -5.343 -2.862
Cl 2.548 -5.560 -4.604
H 4.189 -7.054 -2.722
H 3.629 -6.419 -1.166
H 3.616 -4.567 -2.768
H 1.931 -4.970 -2.401
Cl 5.970 0.070 4.342
C 4.539 -0.324 3.358
C 4.068 0.860 2.529
Cl 3.386 2.160 3.539
H 3.753 -0.684 4.029
H 4.826 -1.148 2.698
H 3.277 0.544 1.843
H 4.883 1.285 1.934
Cl -1.677 -2.883 5.583
C -1.912 -4.117 6.847
C -0.876 -5.227 6.764
Cl -1.090 -6.241 5.315
H -2.930 -4.508 6.754
H -1.830 -3.603 7.809
H -0.971 -5.889 7.630
H 0.143 -4.828 6.752
```

LUMO, eV: -4.74
Kohn-Sham gap, hartree: 0.24399
Spin multiplicity: 1
Net charge: +1

(3)
Entry from the OMol25 dataset: C3H3LiMgO3 as an isolated structure (ωB97M-V/def2-TZVPD).

XYZ file:
```
11
Properties=species:S:1:pos:R:3
O 0.642 0.796 0.190
C 0.124 -0.319 0.182
C -2.172 1.734 -0.058
O 0.741 -1.392 -0.011
O -1.252 -0.478 0.286
C -2.158 0.331 -0.174
Mg 2.572 -0.097 -0.131
H -2.880 2.267 -0.694
H -1.546 2.281 0.646
H -2.939 -0.195 -0.728
Li 0.002 -3.190 -0.155
```

LUMO (alpha / beta), eV: -14.92 / -15.49
Kohn-Sham gap (alpha / beta), hartree: 0.32060 / 0.35683
Spin multiplicity: 2
Net charge: +3
<S²>: 0.752
Relative energy (zero: lowest compared OMol25 entry of this formula, charge and spin), kJ/mol: 0.0

(4)
Entry from the OMol25 dataset: C26H33MoNOP2 as an isolated structure (ωB97M-V/def2-TZVPD).

XYZ file:
```
64
Properties=species:S:1:pos:R:3
C -1.912 2.816 -4.046
C -1.750 2.463 -2.690
C -2.530 1.386 -2.209
C -2.854 0.351 -3.115
C -2.867 0.621 -4.522
C -2.433 1.866 -4.970
C -2.668 -1.068 -2.589
C -3.414 -1.082 -1.255
C -3.179 -0.004 -0.384
C -3.848 0.017 0.875
C -4.799 -0.978 1.154
C -5.084 -1.933 0.177
C -4.429 -1.993 -1.041
H -1.506 3.784 -4.363
H -3.019 -0.200 -5.261
H -2.348 2.112 -6.052
H -3.092 -1.777 -3.346
H -5.310 -1.027 2.137
H -5.785 -2.711 0.398
H -4.590 -2.775 -1.771
N -2.297 1.027 -0.882
Mo -0.841 0.288 0.195
C -0.779 3.096 -1.750
H -1.249 3.464 -0.829
H -0.282 3.909 -2.281
C -3.276 0.919 1.963
H -3.294 1.973 1.653
H -3.753 0.786 2.942
P 0.363 1.630 -1.355
P -1.528 0.498 2.372
C -1.485 -1.046 3.275
H -0.428 -1.321 3.409
H -1.994 -0.804 4.217
H -2.008 -1.820 2.693
C -0.732 1.845 3.232
H -1.155 1.805 4.242
H 0.353 1.669 3.234
H -0.957 2.792 2.721
C 1.457 1.590 -2.808
H 1.839 2.575 -3.146
H 2.332 0.969 -2.553
H 0.970 1.120 -3.677
C 1.391 2.548 -0.100
H 2.013 1.757 0.389
H 2.012 3.307 -0.633
H 0.687 3.024 0.634
C -0.807 -1.768 -0.344
O -0.744 -2.909 -0.553
H -1.661 -1.361 -2.591
C 3.961 -1.991 0.030
C 3.406 -1.211 1.234
C 3.262 -2.150 2.445
C 4.357 -0.052 1.575
C 2.110 -0.680 0.919
C 0.910 -0.471 0.775
H 4.941 -2.421 0.295
H 4.098 -1.317 -0.831
H 3.279 -2.817 -0.236
H 4.245 -2.568 2.709
H 2.873 -1.592 3.313
H 2.584 -2.983 2.193
H 4.476 0.608 0.699
H 3.969 0.523 2.433
H 5.348 -0.453 1.845
```

LUMO (alpha / beta), eV: -7.91 / -8.28
Kohn-Sham gap (alpha / beta), hartree: 0.21903 / 0.21411
Spin multiplicity: 3
Net charge: +2
<S²>: 2.060

(5)
Entry from the OMol25 dataset: C17H21BFeN6 as an isolated structure (ωB97M-V/def2-TZVPD).

XYZ file:
```
46
Properties=species:S:1:pos:R:3
H 2.809 -0.526 0.599
N 0.799 -1.169 0.836
B -1.314 -2.352 1.522
N 0.222 -2.166 1.601
C 1.175 -2.835 2.282
Fe -0.668 0.097 -0.626
H 0.906 -3.663 2.921
C 2.404 -2.263 1.957
H 3.371 -2.554 2.313
C 2.119 -1.220 1.058
H -1.678 -3.282 2.175
C -1.185 1.170 -2.082
H -0.610 1.983 -2.549
H -1.828 1.673 -1.337
H -1.817 0.673 -2.825
N -1.630 -2.530 0.013
N -2.008 -1.038 1.956
N -1.325 -1.537 -0.938
N -1.747 0.132 1.251
C -2.181 -3.575 -0.608
C -2.897 -0.785 2.935
H -2.502 -4.431 -0.034
H -3.247 -1.586 3.567
C -2.229 -3.312 -1.975
C -3.218 0.569 2.882
C -1.684 -2.050 -2.159
C -2.464 1.109 1.831
H -2.615 -3.956 -2.739
H -3.910 1.097 3.504
H -1.544 -1.484 -3.066
H -2.406 2.133 1.492
H -0.053 0.264 -1.907
C 0.493 1.686 0.160
C 1.667 2.236 -0.559
C 2.155 3.524 -0.234
C 3.182 4.098 -0.982
C 3.755 3.408 -2.060
C 3.314 2.113 -2.344
C 2.317 1.511 -1.571
H 0.786 1.310 1.151
H -0.266 2.464 0.331
H 1.704 4.069 0.598
H 3.542 5.096 -0.736
H 4.539 3.866 -2.666
H 3.745 1.555 -3.173
H 2.020 0.478 -1.767
```

LUMO (alpha / beta), eV: 0.52 / 0.23
Kohn-Sham gap (alpha / beta), hartree: 0.25289 / 0.29823
Spin multiplicity: 5
Net charge: 0
<S²>: 6.041

(6)
Entry from the OMol25 dataset: one molecule with the formula C3H5PS (ωB97M-V/def2-TZVPD).

XYZ file:
```
10
Properties=species:S:1:pos:R:3
C 1.866 0.753 -0.889
P 0.514 1.167 -1.785
C -0.207 0.704 -0.235
C -0.301 -0.774 0.165
S -2.031 -1.384 0.534
H 2.154 0.507 0.099
H -0.243 1.499 0.474
H 0.303 -0.900 0.999
H 0.133 -1.164 -0.729
H -2.190 -0.409 1.368
```

LUMO (alpha / beta), eV: -0.07 / -0.07
Kohn-Sham gap (alpha / beta), hartree: 0.31312 / 0.31311
Spin multiplicity: 1
SMILES: C#P=CCS
Net charge: 0
Relative energy (zero: lowest compared OMol25 entry of this formula, charge and spin), kJ/mol: 389.2

Number 1: electronic energy -10120.295 eV. Number 2: electronic energy -186551.267 eV. Number 3: electronic energy -14919.561 eV. Number 4: electronic energy -51450.085 eV. Number 5: electronic energy -61971.471 eV. Number 6: electronic energy -23311.129 eV.